Entry w
Density functional theory data (ωB97M-V with the def2-TZVPD basis set) for a gas-phase ion, C6H8N3S (charge +1).

Each atom is followed by the atoms it is bonded to, with distances in Å.
Atoms and positions in Å:
1 C -2.6153 -1.2897 0.4423  N7 1.255, S10 1.757, H11 1.156
2 C -0.1554 1.2018 1.5480  N8 1.271, N9 1.405, H12 1.076
3 C 0.6665 -0.6593 0.2011  C4 1.396, C6 1.552, N8 1.323
4 C -0.2893 -1.5781 -0.2365  C3 1.396, N7 1.332, H13 1.177
5 C -1.5736 1.2768 -0.4362  N9 1.330, S10 1.691, H14 1.120
6 C 2.0109 -0.4938 -0.5574  C3 1.552, H15 1.037, H16 1.111, H17 1.035
7 N -1.4908 -1.8245 0.2832  C1 1.255, C4 1.332
8 N 0.4638 0.1361 1.2383  C2 1.271, C3 1.323
9 N -0.9305 1.8545 0.5749  C2 1.405, C5 1.330, H18 1.018
10 S -2.9229 0.2654 -0.3156  C1 1.757, C5 1.691
11 H -3.5761 -1.7474 0.8940  C1 1.156
12 H 0.0307 1.6701 2.4985  C2 1.076
13 H 0.0486 -2.3831 -1.0264  C4 1.177
14 H -1.4496 1.7568 -1.4401  C5 1.120
15 H 2.3617 -1.4108 -0.8906  C6 1.037
16 H 2.6825 -0.0195 0.1891  C6 1.111
17 H 1.8075 0.1804 -1.3156  C6 1.035
18 H -0.4684 2.6838 0.2077  N9 1.018

Summary:
HOMO-LUMO gap (spin up / spin down) (Eh): 0.255 / 0.255
Net charge: +1
HOMO energy (spin up / spin down) (eV): -12.34 / -12.34

Charges obtained by natural (NBO) population analysis, quoted in units of e:
1. C -0.015
2. C 0.296
3. C 0.194
4. C -0.045
5. C -0.133
6. C -0.612
7. N -0.345
8. N -0.348
9. N -0.556
10. S 0.402
11. H 0.272
12. H 0.231
13. H 0.256
14. H 0.259
15. H 0.243
16. H 0.242
17. H 0.232
18. H 0.428

---

Entry x
Density functional theory data (ωB97M-V with the def2-TZVPD basis set) for a gas-phase ion, C6H8N3S (charge +1).

Each atom is followed by the atoms it is bonded to, with distances in Å.
Atoms and positions in Å:
1 C -1.7215 -1.5157 -0.3077  C2 1.317, C3 1.425, H11 1.102
2 C -0.7575 -2.2203 0.2480  C1 1.317, C4 1.473, H12 1.115
3 C -1.5850 -0.1201 -0.5589  C1 1.425, N9 1.353, H13 1.086
4 C 0.5856 -1.6245 0.3578  C2 1.473, N7 1.480, N8 1.228
5 C 1.8160 0.1952 0.7602  N7 1.450, S10 1.751, H14 1.085
6 C -0.5508 1.9284 -0.3978  N9 1.361, H15 1.104, H16 1.063, H17 1.135
7 N 0.4296 -0.1635 0.5344  C4 1.480, C5 1.450, N9 1.390
8 N 1.7791 -1.9062 0.4118  C4 1.228
9 N -0.4900 0.5844 -0.1918  C3 1.353, C6 1.361, N7 1.390
10 S 2.6330 0.8765 -0.6307  C5 1.751, H18 1.438
11 H -2.7065 -1.9914 -0.4398  C1 1.102
12 H -0.8140 -3.3290 0.3518  C2 1.115
13 H -2.3140 0.4951 -1.0780  C3 1.086
14 H 2.0815 0.1556 1.8112  C5 1.085
15 H -0.5024 2.1728 -1.4734  C6 1.104
16 H -1.4195 2.4091 -0.0188  C6 1.063
17 H 0.2801 2.3839 0.2272  C6 1.135
18 H 3.2563 1.6697 0.3946  S10 1.438

Summary:
HOMO-LUMO gap (spin up / spin down) (Eh): 0.266 / 0.266
Net charge: +1
HOMO energy (spin up / spin down) (eV): -12.53 / -12.53

Charges obtained by natural (NBO) population analysis, quoted in units of e:
1. C -0.263
2. C -0.119
3. C 0.135
4. C 0.280
5. C -0.033
6. C -0.450
7. N -0.295
8. N -0.348
9. N -0.076
10. S 0.177
11. H 0.271
12. H 0.267
13. H 0.242
14. H 0.266
15. H 0.256
16. H 0.251
17. H 0.247
18. H 0.194

---

Going by the energies, entry w is most stable and the next is 2.567 eV up.

---

Entry w
Density functional theory data (ωB97M-V with the def2-TZVPD basis set) for a gas-phase ion, C2H5N4 (charge +1).

Each atom is followed by the atoms it is bonded to, with distances in Å.
Atoms and positions in Å:
1 N -1.8643 0.4755 0.2470  N2 1.406, H7 1.015, H8 1.060
2 N -0.4918 0.2037 0.1130  N1 1.406, C3 1.637, C6 1.339
3 C 0.3045 -1.1925 0.4251  N2 1.637, N4 1.260, H9 1.110
4 N 1.4439 -0.9909 -0.0740  C3 1.260, N5 1.292
5 N 1.6435 0.1919 -0.5538  N4 1.292, C6 1.355, H10 1.014
6 C 0.5153 0.9254 -0.3945  N2 1.339, N5 1.355, H11 1.080
7 H -2.4507 -0.1339 -0.3136  N1 1.015
8 H -2.1537 0.2726 1.2463  N1 1.060
9 H -0.0416 -2.2150 0.6849  C3 1.110
10 H 2.5994 0.4979 -0.6947  N5 1.014
11 H 0.4956 1.9654 -0.6857  C6 1.080

Summary:
Structure (SMILES): N[n+]1cn[nH]c1
HOMO-LUMO gap (Eh): 0.410
Net charge: +1
HOMO energy (eV): -15.41

Charges obtained by natural (NBO) population analysis, quoted in units of e:
1. N -0.597
2. N -0.181
3. C 0.178
4. N -0.198
5. N -0.307
6. C 0.302
7. H 0.396
8. H 0.396
9. H 0.280
10. H 0.463
11. H 0.269

---

Entry x
Density functional theory data (ωB97M-V with the def2-TZVPD basis set) for 2 unconnected molecules or ions with the total composition C2H5N4.

Each atom is followed by the atoms it is bonded to, with distances in Å.
Atoms and positions in Å:
1 C 1.2559 0.9465 1.9717  C2 1.347, N3 1.154
2 C 0.9061 0.8495 0.6745  C1 1.347, N4 1.198
3 N 1.7497 0.9859 3.0143  C1 1.154
4 N 1.1244 0.2014 -0.3089  C2 1.198, N6 1.263
5 N -1.5533 -0.5238 -0.3669  H7 1.042, H8 1.026, H10 0.969, H11 1.163
6 N 0.8578 -0.2340 -1.4642  N4 1.263, H9 1.002
7 H -1.3880 -1.2688 0.3425  N5 1.042
8 H -1.1711 0.3478 0.0164  N5 1.026
9 H 1.6267 -0.3453 -2.0965  N6 1.002
10 H -2.5166 -0.4768 -0.4602  N5 0.969
11 H -0.8915 -0.4824 -1.3227  N5 1.163

Summary:
HOMO-LUMO gap (spin up / spin down) (Eh): 0.317 / 0.318
Net charge: +1
HOMO energy (spin up / spin down) (eV): -14.31 / -14.31

Charges obtained by natural (NBO) population analysis, quoted in units of e:
1. C 0.114
2. C 0.146
3. N -0.094
4. N 0.056
5. N -0.912
6. N -0.537
7. H 0.453
8. H 0.428
9. H 0.414
10. H 0.440
11. H 0.493

---

Going by the energies, entry w is most stable and the next is 1.928 eV up.

---

Entry w
Density functional theory data (ωB97M-V with the def2-TZVPD basis set) for C3H7BO2S in the gas phase.

Each atom is followed by the atoms it is bonded to, with distances in Å.
Atoms and positions in Å:
1 C -2.9156 0.8013 0.9127  S2 1.855, H8 1.074, H9 1.121, H10 1.066
2 S -1.2267 1.3493 1.4513  C1 1.855, C3 1.662
3 C -0.3674 0.4381 0.3589  S2 1.662, C4 1.491, H11 1.093
4 C 1.1174 0.4025 0.2329  C3 1.491, B5 1.578, H12 1.064
5 B 1.9201 -0.6024 -0.6810  C4 1.578, O6 1.355, O7 1.368
6 O 1.2568 -1.5552 -1.3790  B5 1.355, H13 0.930
7 O 3.2724 -0.3988 -0.7174  B5 1.368, H14 0.977
8 H -2.7213 0.3408 -0.0375  C1 1.074
9 H -3.5634 1.7156 0.9296  C1 1.121
10 H -3.2894 0.0880 1.6109  C1 1.066
11 H -0.6067 -0.5370 -0.0735  C3 1.093
12 H 1.8343 0.9863 0.7604  C4 1.064
13 H 1.4853 -1.9544 -2.1870  O6 0.930
14 H 3.8042 -1.0739 -1.1813  O7 0.977

Summary:
Structure (SMILES): CS/C=C/B(O)O
HOMO-LUMO gap (Eh): 0.302
Net charge: 0
HOMO energy (eV): -7.81

Charges obtained by natural (NBO) population analysis, quoted in units of e:
1. C -0.709
2. S 0.328
3. C -0.412
4. C -0.565
5. B 1.055
6. O -0.919
7. O -0.889
8. H 0.230
9. H 0.228
10. H 0.216
11. H 0.244
12. H 0.206
13. H 0.500
14. H 0.488

---

Entry x
Density functional theory data (ωB97M-V with the def2-TZVPD basis set) for C3H7BO2S in the gas phase.

Each atom is followed by the atoms it is bonded to, with distances in Å.
Atoms and positions in Å:
1 C 0.0866 1.2638 -2.9436  S2 1.837, H8 1.130, H9 1.038, H10 1.132
2 S -0.5891 1.5564 -1.2607  C1 1.837, C3 1.753
3 C -0.1340 0.1898 -0.2608  S2 1.753, C4 1.504, H11 1.075
4 C -0.4608 0.3254 1.2012  C3 1.504, B5 1.526, H12 1.160
5 B -0.0216 -0.8492 2.0712  C4 1.526, O6 1.387, O7 1.343
6 O 0.4733 -1.9527 1.3913  B5 1.387, H13 0.990
7 O -0.1261 -0.8664 3.4101  B5 1.343, H14 0.941
8 H 1.2007 1.4180 -3.0521  C1 1.130
9 H -0.4901 1.9298 -3.4924  C1 1.038
10 H -0.2557 0.2169 -3.2051  C1 1.132
11 H 0.2888 -0.5726 -0.8891  C3 1.075
12 H -0.6904 1.4472 1.3865  C4 1.160
13 H 0.1306 -2.7577 1.8536  O6 0.990
14 H 0.5877 -1.3487 3.7901  O7 0.941

Summary:
Structure (SMILES): CS/C=C/B(O)O
HOMO-LUMO gap (Eh): 0.314
Net charge: 0
HOMO energy (eV): -8.04

Charges obtained by natural (NBO) population analysis, quoted in units of e:
1. C -0.734
2. S 0.258
3. C -0.258
4. C -0.631
5. B 1.052
6. O -0.908
7. O -0.882
8. H 0.228
9. H 0.227
10. H 0.223
11. H 0.219
12. H 0.233
13. H 0.486
14. H 0.488

---

Going by the energies, entry w is most stable and the next is 0.091 eV up.

---

Entry w
Density functional theory data (ωB97M-V with the def2-TZVPD basis set) for C7H8N2 in the gas phase.

Each atom is followed by the atoms it is bonded to, with distances in Å.
Atoms and positions in Å:
1 C 3.1127 -0.3654 -0.0154  C2 1.338, H10 1.095, H11 1.275
2 C 1.8040 -0.1137 -0.1382  C1 1.338, C3 1.657, C9 1.581
3 C 0.8314 -1.4409 0.0619  C2 1.657, C4 1.382, H12 1.139
4 C -0.5276 -1.2351 -0.0805  C3 1.382, C5 1.581, H13 1.042
5 C -1.5380 -0.0296 0.0771  C4 1.581, C6 1.494, N7 1.329
6 C -2.9053 -0.6074 -0.0897  C5 1.494, H14 1.169, H15 1.227, H16 1.204
7 N -1.3703 1.2884 0.0314  C5 1.329, N8 1.355
8 N -0.1059 1.7748 0.0596  N7 1.355, C9 1.231
9 C 0.9920 1.2423 -0.1036  C2 1.581, N8 1.231, H17 1.077
10 H 3.4204 -1.4076 0.1202  C1 1.095
11 H 3.8946 0.5826 0.3242  C1 1.275
12 H 1.3878 -2.4344 0.0598  C3 1.139
13 H -0.7900 -2.2121 0.1710  C4 1.042
14 H -3.7157 -0.3255 -0.8833  C6 1.169
15 H -2.7268 -1.7680 0.2661  C6 1.227
16 H -3.6015 -0.4157 0.8738  C6 1.204
17 H 1.8499 1.8373 0.1614  C9 1.077

Summary:
Structure (SMILES): C=C1C=CC(C)=NN=C1
HOMO-LUMO gap (Eh): 0.309
Net charge: 0
HOMO energy (eV): -8.97

Charges obtained by natural (NBO) population analysis, quoted in units of e:
1. C -0.393
2. C -0.104
3. C -0.108
4. C -0.318
5. C 0.253
6. C -0.703
7. N -0.246
8. N -0.248
9. C 0.100
10. H 0.213
11. H 0.213
12. H 0.217
13. H 0.213
14. H 0.277
15. H 0.230
16. H 0.244
17. H 0.161

---

Entry x
Density functional theory data (ωB97M-V with the def2-TZVPD basis set) for C7H8N2 in the gas phase.

Each atom is followed by the atoms it is bonded to, with distances in Å.
Atoms and positions in Å:
1 C 1.1875 2.2889 1.6257  C2 1.203, H10 1.068
2 C 0.3755 1.6180 1.0450  C1 1.203, C3 1.509
3 C -0.5689 0.6592 0.3622  C2 1.509, C4 1.523, C9 1.513, H11 1.113
4 C -0.4661 -0.7058 1.0300  C3 1.523, C5 1.536, H12 1.081, H13 1.094
5 C 0.8026 -1.4207 0.5400  C4 1.536, N6 1.286, H14 1.075
6 N 1.2608 -1.4220 -0.6610  C5 1.286, N7 1.417
7 N 0.7323 -0.4950 -1.5928  N6 1.417, C8 1.461, C9 1.475
8 C -0.6891 -0.6262 -1.9029  N7 1.461, C9 1.479, H15 1.089, H16 1.110
9 C -0.2157 0.5235 -1.1023  C3 1.513, N7 1.475, C8 1.479, H17 1.124
10 H 1.8411 2.9616 2.1366  C1 1.068
11 H -1.6049 1.0543 0.4568  C3 1.113
12 H -1.3100 -1.3439 0.8083  C4 1.081
13 H -0.4368 -0.6200 2.1204  C4 1.094
14 H 1.3824 -2.0362 1.2032  C5 1.075
15 H -1.1988 -1.4909 -1.4815  C8 1.089
16 H -0.9682 -0.4604 -2.9644  C8 1.110
17 H -0.1237 1.5156 -1.6233  C9 1.124

Summary:
Structure (SMILES): C#C[C@@H]1CC=NN2C[C@@H]12
HOMO-LUMO gap (Eh): 0.353
Net charge: 0
HOMO energy (eV): -8.79

Charges obtained by natural (NBO) population analysis, quoted in units of e:
1. C -0.243
2. C 0.001
3. C -0.304
4. C -0.470
5. C 0.080
6. N -0.230
7. N -0.268
8. C -0.263
9. C -0.088
10. H 0.242
11. H 0.245
12. H 0.232
13. H 0.236
14. H 0.196
15. H 0.202
16. H 0.209
17. H 0.224

---

Entry y
Density functional theory data (ωB97M-V with the def2-TZVPD basis set) for C7H8N2 in the gas phase.

Each atom is followed by the atoms it is bonded to, with distances in Å.
Atoms and positions in Å:
1 C -1.2915 1.6027 -0.4599  C2 1.547, H10 1.145, H11 1.110, H12 1.075
2 C -1.4063 0.2050 0.1934  C1 1.547, C3 1.699, H13 1.227, H14 1.105
3 C 0.1655 -0.4385 0.2397  C2 1.699, C4 1.465, C5 1.325
4 C 0.0241 -1.8954 0.2929  C3 1.465, H15 1.065, H16 1.027, H17 1.048
5 C 1.3512 0.1336 0.0934  C3 1.325, C6 1.416, C8 1.398
6 C 2.4255 -0.7644 -0.1148  C5 1.416, N7 1.149
7 N 3.2639 -1.5415 -0.2327  C6 1.149
8 C 1.6037 1.5026 0.2200  C5 1.398, N9 1.131
9 N 1.8063 2.5933 0.4419  C8 1.131
10 H -2.2249 2.2547 -0.3410  C1 1.145
11 H -1.3431 1.2418 -1.5079  C1 1.110
12 H -0.5212 2.3531 -0.4579  C1 1.075
13 H -1.8900 -0.2811 1.2110  C2 1.227
14 H -1.8119 -0.2137 -0.7452  C2 1.105
15 H 0.7432 -2.3162 0.9569  C4 1.065
16 H -0.0080 -2.4226 -0.5878  C4 1.027
17 H -0.8865 -2.0136 0.7979  C4 1.048

Summary:
Structure (SMILES): CCC(C)=C(C#N)C#N
HOMO-LUMO gap (Eh): 0.375
Net charge: 0
HOMO energy (eV): -10.36

Charges obtained by natural (NBO) population analysis, quoted in units of e:
1. C -0.646
2. C -0.427
3. C 0.251
4. C -0.677
5. C -0.353
6. C 0.279
7. N -0.282
8. C 0.283
9. N -0.278
10. H 0.226
11. H 0.201
12. H 0.247
13. H 0.246
14. H 0.232
15. H 0.237
16. H 0.245
17. H 0.217

---

Going by the energies, entry y is most stable and the next is 0.953 eV up.